Entry 1:
DFT (wB97M-V/def2-TZVPD) results for a molecular structure, C6H12O.

```
19
Properties=species:S:1:pos:R:3
C 2.49001 -0.53483 -0.48405
O 1.25708 -0.88597 -0.16852
C 0.34630 -0.06312 0.26748
C 0.10469 1.36527 -0.14083
C -1.38776 1.12423 0.23314
C -1.11812 -0.40019 0.45421
C -1.73764 -1.32977 -0.59049
H 2.68189 0.49484 -0.76929
H 3.10416 -1.35767 -0.82560
H 2.48190 0.11573 1.55214
H 1.76157 0.24760 1.82730
H 0.62649 2.15938 0.40429
H 0.27269 1.52222 -1.21998
H -2.10404 1.34180 -0.56609
H -1.69596 1.65150 1.14107
H -1.39044 -0.75041 1.45967
H -2.82831 -1.36981 -0.47397
H -1.51717 -0.98145 -1.60766
H -1.34732 -2.34936 -0.49279
```

Output
- Molar mass: 100.16 u
- HOMO-LUMO gap (alpha / beta): 8.26 / 8.02 eV
- E_HOMO (alpha / beta): -7.3 / -7.1 eV
- Lowest unoccupied orbital energy (alpha / beta): 0.950 / 0.921 eV
- ΔE to the lowest compared entry with this formula, charge and spin: 493.0 kJ/mol
- E_tot: -310.87148 a.u.

=====

Entry 2:
DFT (wB97M-V/def2-TZVPD) results for 8 unconnected molecules or ions with the total composition C36H52N4O4 at a distorted geometry.

```
96
Properties=species:S:1:pos:R:3
C -24.30874 -12.95639 -8.00181
C -23.19088 -12.75103 -8.76702
C -23.21703 -11.99610 -9.92915
N -24.37528 -11.46162 -10.34437
C -25.47066 -11.67579 -9.59710
C -25.50196 -12.36873 -8.39135
H -24.31270 -13.45097 -7.03634
H -22.24986 -13.19922 -8.46235
H -22.34443 -11.89283 -10.55703
H -26.35864 -11.24680 -10.04566
H -26.44716 -12.43715 -7.87274
C -24.68121 -14.92675 0.17671
C -25.15765 -13.84032 0.89248
C -24.23282 -12.83347 1.17787
N -22.99105 -12.79926 0.68732
C -22.57865 -13.84448 -0.06552
C -23.38739 -14.92094 -0.31764
H -25.37371 -15.72043 -0.07661
H -26.18428 -13.85953 1.22833
H -24.46411 -11.91931 1.71259
H -21.55621 -13.73494 -0.40175
H -23.10008 -15.64291 -1.07668
C -23.87511 -16.98490 -7.98525
C -22.51948 -17.23870 -7.86047
C -21.71680 -16.84417 -8.93632
N -22.18368 -16.16880 -9.99154
C -23.50562 -16.04547 -10.11758
C -24.39923 -16.44512 -9.14208
H -24.53637 -17.23980 -7.16428
H -22.19306 -17.83508 -7.02178
H -20.63629 -16.88653 -8.88540
H -23.93085 -15.63534 -11.02673
H -25.46029 -16.24691 -9.21085
C -27.68615 -17.66700 -5.23313
C -28.64898 -18.14182 -4.37543
C -29.97451 -18.11012 -4.82153
N -30.31216 -17.56862 -5.98594
C -29.37891 -16.99817 -6.75564
C -28.03218 -17.06992 -6.42888
H -26.62470 -17.76343 -5.03676
H -28.44041 -18.48543 -3.37075
H -30.72790 -18.61048 -4.22774
H -29.73566 -16.60851 -7.69917
H -27.33876 -16.52615 -7.06042
C -20.80448 -11.69610 -4.92396
C -21.85797 -12.75511 -4.67173
C -21.23703 -13.43001 -3.44038
O -20.86303 -12.29395 -2.65570
C -20.51316 -11.18604 -3.49565
H -21.26542 -10.91407 -5.53239
H -19.89179 -12.06889 -5.38682
H -21.95606 -13.44805 -5.51146
H -22.83441 -12.35123 -4.40176
H -20.33936 -13.95850 -3.79135
H -21.81005 -14.13146 -2.83909
H -19.46732 -10.94078 -3.32949
H -21.15899 -10.32321 -3.33223
C -17.87940 -14.61780 -6.47265
C -18.10625 -15.43676 -5.19427
C -19.38098 -16.23884 -5.46815
O -20.11982 -15.47889 -6.42153
C -19.20221 -14.75257 -7.23901
H -17.06575 -15.15415 -6.97046
H -17.51498 -13.59455 -6.41930
H -18.27340 -14.83397 -4.30057
H -17.30546 -16.15119 -5.00472
H -19.94372 -16.38037 -4.54386
H -19.20675 -17.23515 -5.89448
H -19.70029 -13.78767 -7.35655
H -19.04298 -15.22875 -8.20993
C -26.76458 -12.88934 -3.38542
C -26.71053 -12.64776 -4.88199
C -27.57616 -13.84656 -5.43380
O -28.08273 -14.54456 -4.31920
C -28.01410 -13.68053 -3.17412
H -26.73274 -11.96608 -2.79650
H -25.82614 -13.36126 -3.07435
H -25.68251 -12.65885 -5.23742
H -27.23619 -11.74985 -5.20391
H -27.04584 -14.51031 -6.12092
H -28.34318 -13.39362 -6.07609
H -28.00156 -14.34624 -2.31513
H -28.87127 -12.99847 -3.23256
C -24.66241 -15.30546 -4.57116
C -25.39724 -15.75188 -3.29424
C -24.74519 -17.08236 -2.96002
O -23.36155 -16.89933 -3.34613
C -23.35760 -16.15751 -4.56362
H -24.35027 -14.27218 -4.72094
H -25.17017 -15.59844 -5.49465
H -26.45130 -15.93891 -3.50151
H -25.25274 -14.96321 -2.56088
H -25.01924 -17.94740 -3.56986
H -24.66234 -17.33730 -1.90474
H -23.30474 -16.94774 -5.32307
H -22.39724 -15.64845 -4.66388
```

Output
- Molar mass: 604.84 u
- HOMO-LUMO gap: 10.13 eV
- E_HOMO: -9.6 eV
- Lowest unoccupied orbital energy: 0.534 eV
- SMILES: c1ccncc1.c1ccncc1.c1ccncc1.c1ccncc1.C1CCOC1.C1CCOC1.C1CCOC1.C1CCOC1
- ΔE to the lowest compared entry with this formula, charge and spin: 91.7 kJ/mol
- E_tot: -1922.79623 a.u.

=====

Entry 3:
DFT (wB97M-V/def2-TZVPD) results for 7 unconnected molecules or ions with the total composition C24H42ClN6O4 at a distorted geometry.

```
77
Properties=species:S:1:pos:R:3
Cl -15.90125 14.29377 -20.96876
O -15.59967 15.40007 -21.78293
O -16.91337 13.48782 -21.57431
O -14.78369 13.34574 -20.81340
O -16.47735 14.75380 -19.74671
C -15.99633 9.01241 -24.94824
C -16.13572 10.37296 -24.16317
C -17.60158 10.82427 -23.81291
C -18.31603 9.81907 -23.05391
N -18.81769 9.00054 -22.40171
H -16.88806 8.66159 -25.46769
H -15.81278 8.27716 -24.16476
H -15.12814 9.03906 -25.60675
H -15.72934 11.18284 -24.76901
H -15.44691 10.35874 -23.31852
H -18.15413 10.98344 -24.73890
H -17.65381 11.83554 -23.40954
C -19.27539 16.89937 -23.11106
C -18.72923 16.34884 -24.41413
C -18.33734 14.85325 -24.30703
C -18.72617 14.13868 -25.50332
N -18.98036 13.53151 -26.45972
H -20.29059 16.59091 -22.86139
H -19.44863 17.96124 -23.28581
H -18.72411 16.91379 -22.17084
H -17.87592 16.90169 -24.80698
H -19.49718 16.46097 -25.17949
H -18.68547 14.28633 -23.44361
H -17.27022 14.86983 -24.08552
C -14.54149 8.35692 -21.20553
C -15.62135 8.91560 -20.24882
C -15.69937 10.37400 -20.23476
C -16.41036 11.02498 -19.10497
N -17.02778 11.52851 -18.23083
H -13.55957 8.45542 -20.74266
H -14.63540 8.75844 -22.21453
H -14.64197 7.31515 -21.51004
H -15.43547 8.67833 -19.20132
H -16.59892 8.47806 -20.45135
H -15.99486 10.72325 -21.22411
H -14.66114 10.64161 -20.03841
C -21.18804 16.13933 -18.51158
C -20.32930 15.81949 -19.82146
C -20.05322 14.37149 -20.19502
C -19.62571 13.65068 -18.97397
N -19.23449 13.11096 -17.95274
H -22.21800 15.82888 -18.33581
H -21.28277 17.22464 -18.54687
H -20.55145 15.91728 -17.65511
H -19.35802 16.30071 -19.70683
H -20.88255 16.30621 -20.62467
H -19.43313 14.33922 -21.09086
H -20.97800 13.94972 -20.58871
C -9.87226 13.13951 -22.39974
C -11.05747 14.02721 -22.10754
C -12.00480 14.03460 -23.33083
C -12.37747 12.75714 -23.92442
N -12.78901 11.75890 -24.39505
H -10.18703 12.12763 -22.65491
H -9.29946 13.04318 -21.47739
H -9.16970 13.47907 -23.16081
H -10.66129 15.03636 -21.99456
H -11.63373 13.65960 -21.25848
H -11.72553 14.68105 -24.16283
H -12.92092 14.32201 -22.81485
C -13.17426 15.08850 -15.28270
C -13.70127 15.53582 -16.61212
C -15.16966 15.93220 -16.68396
C -15.96316 14.75174 -16.43451
N -16.63488 13.78670 -16.20207
H -12.09691 14.94388 -15.36344
H -13.65938 14.17957 -14.92686
H -13.22769 15.63664 -14.34207
H -13.48941 14.65154 -17.21317
H -13.08636 16.22848 -17.18676
H -15.30010 16.14953 -17.74407
H -15.25381 16.74270 -15.96001
```

Output
- Molar mass: 514.09 u
- HOMO-LUMO gap: 9.38 eV
- Net charge: -1
- E_HOMO: -6.8 eV
- Lowest unoccupied orbital energy: 2.583 eV
- ΔE to the lowest compared entry with this formula, charge and spin: 341.9 kJ/mol
- E_tot: -2029.04621 a.u.

=====

Entry 4:
DFT (wB97M-V/def2-TZVPD) results for 2 unconnected molecules or ions with the total composition C5H14S at a distorted geometry.

```
20
Properties=species:S:1:pos:R:3
C 1.25459 2.44009 1.19882
C 0.89361 1.27628 0.29658
C 1.81867 0.08504 0.41402
H 1.16136 3.47753 0.88997
H 2.31984 2.40193 1.47519
H 0.73612 2.53002 2.17434
H 0.87159 1.69290 -0.72252
H -0.08939 0.89921 0.59386
H 2.90641 0.28354 0.44055
H 1.67030 -0.57733 1.25914
H 1.99759 -0.52487 -0.48988
C -1.45269 -1.93714 0.44756
S -2.83128 -1.79759 -0.65621
C -2.11124 -1.19725 -2.11651
H -1.96867 -2.09278 1.40695
H -0.76919 -1.08272 0.45936
H -0.70648 -2.74183 0.43059
H -1.14122 -0.71079 -2.01981
H -1.83314 -1.96181 -2.86325
H -2.72679 -0.46242 -2.61874
```

Output
- Molar mass: 106.23 u
- HOMO-LUMO gap: 9.40 eV
- E_HOMO: -8.4 eV
- Lowest unoccupied orbital energy: 0.977 eV
- SMILES: CCC.CSC
- ΔE to the lowest compared entry with this formula, charge and spin: 114.6 kJ/mol
- E_tot: -597.03365 a.u.

=====

Entry 5:
DFT (wB97M-V/def2-TZVPD) results for 14 unconnected molecules or ions with the total composition H28O14 at a distorted geometry.

```
42
Properties=species:S:1:pos:R:3
O 2.46890 0.53267 0.88493
H 2.95890 -0.26733 0.93493
H 2.33990 0.79367 1.79293
O -0.14210 -0.08333 0.20793
H 0.74490 0.19667 0.40193
H -0.06010 -1.06233 0.33993
O -2.89910 -1.56933 -0.32407
H -3.35310 -2.40733 -0.39607
H -2.58610 -1.32933 0.57593
O 0.34690 -2.53033 0.75893
H 0.24990 -2.60233 1.71293
H 1.11490 -3.05333 0.60393
O 3.51990 2.89067 0.79993
H 3.06990 2.04167 0.56093
H 2.98490 3.50767 0.36093
O 0.74590 2.98267 -0.42207
H 0.06890 2.41867 -0.79207
H 1.48590 2.66467 -0.89107
O 0.24090 2.28967 2.25693
H 0.01590 3.13967 2.57493
H 0.51390 2.46567 1.40093
O -0.94210 -1.80033 -2.20107
H -1.50610 -1.58433 -2.96807
H -1.56710 -1.68833 -1.46407
O -2.24310 -3.93533 1.44093
H -1.82910 -3.10733 1.30693
H -2.10710 -4.12933 2.37793
O 1.75190 -0.99233 -1.92207
H 1.80590 -0.95133 -2.88007
H 0.82790 -1.13033 -1.79007
O -2.17210 1.64667 0.19193
H -1.44410 1.05667 0.35093
H -2.94110 1.25167 -0.16707
O 2.79090 1.55767 -1.84107
H 2.41390 0.70167 -1.62507
H 2.59590 1.74367 -2.76407
O -0.67610 1.32267 -2.36507
H -1.63610 1.30167 -2.57607
H -0.54110 0.49967 -1.91607
O -2.39210 -0.83733 2.19393
H -1.50110 -0.47633 2.37093
H -2.51810 -1.46833 2.90293
```

Output
- Molar mass: 252.21 u
- HOMO-LUMO gap: 9.39 eV
- E_HOMO: -10.0 eV
- Lowest unoccupied orbital energy: -0.638 eV
- ΔE to the lowest compared entry with this formula, charge and spin: 130.5 kJ/mol
- E_tot: -1070.15127 a.u.

=====

Entry 6:
DFT (wB97M-V/def2-TZVPD) results for a single C5H11NO2 molecule.

```
19
Properties=species:S:1:pos:R:3
C -1.29738 1.27772 0.62786
C -1.14525 0.09862 -0.33671
C -2.31498 -0.87208 -0.19893
C 0.17142 -0.62860 -0.12249
O 0.24442 -1.81444 0.07914
C 1.41633 0.23934 -0.18381
N 2.60423 -0.56208 -0.42665
O 3.70004 -0.08537 0.36032
H -2.27262 1.73787 0.48780
H -0.53725 2.03526 0.45887
H -1.22856 0.93403 1.65743
H -1.12022 0.48660 -1.36260
H -2.18327 -1.71839 -0.86795
H -2.36842 -1.25140 0.81855
H -3.25135 -0.37485 -0.43865
H 1.32452 0.99303 -0.97230
H 1.49656 0.75776 0.78242
H 2.41949 -1.50940 -0.08649
H 4.34228 0.25638 -0.27579
```

Output
- Molar mass: 117.15 u
- HOMO-LUMO gap: 10.34 eV
- E_HOMO: -9.5 eV
- Lowest unoccupied orbital energy: 0.887 eV
- SMILES: CC(C)C(=O)CNO
- ΔE to the lowest compared entry with this formula, charge and spin: 229.1 kJ/mol
- E_tot: -402.29086 a.u.